# 1
Molecular formula: C6H12NO
Method: DFT, ωB97M-V/def2-TZVPD

Element x y z (Å)
C -2.768 0.781 0.874
O -3.916 1.458 0.610
C -1.486 1.452 0.361
C -0.180 0.754 0.722
C 0.312 -0.278 -0.290
N 3.115 -0.872 -1.793
C 2.419 -1.634 -0.688
C 1.416 -1.188 0.163
H -2.740 -0.239 0.420
H -2.598 0.619 1.971
H -1.576 1.471 -0.725
H -1.458 2.487 0.739
H 0.612 1.494 0.891
H -0.287 0.230 1.686
H -0.585 -0.869 -0.554
H 0.587 0.241 -1.215
H 2.750 0.087 -1.763
H 2.196 -1.676 -2.004
H 3.073 -2.414 -0.333
H 1.113 -1.905 0.928

Summary:
Total charge: -2
Frontier orbital gap (spin up / spin down), eV: 4.35 / 6.69
Spin multiplicity: 2
Energy relative to the best compared isomer or geometry (same formula, charge and spin), kJ/mol: 144.9
Lowest unoccupied orbital energy (spin up / spin down), eV: 7.20 / 6.95
Molar mass, g/mol: 114.17



# 2
Molecular formula: C6H12NO
Method: DFT, ωB97M-V/def2-TZVPD

Element x y z (Å)
C -2.336 -0.740 0.158
C -1.877 0.640 -0.362
C -0.464 0.946 -0.028
C 0.642 0.339 -0.826
C 1.778 -0.238 -0.005
C 3.040 -0.010 -0.305
O 4.069 -0.555 0.410
N -2.003 -1.043 1.550
H -3.412 -0.864 0.012
H -1.884 -1.505 -0.483
H -2.530 1.448 -0.017
H -2.031 0.592 -1.453
H 0.270 -0.415 -1.525
H 1.067 1.134 -1.452
H 1.505 -0.797 0.882
H 3.309 0.608 -1.162
H 4.904 -0.179 0.122
H -1.141 -0.552 1.777
H -2.692 -0.652 2.186
H -0.213 1.843 0.523

Summary:
Total charge: 0
Frontier orbital gap (spin up / spin down), eV: 8.54 / 9.14
Spin multiplicity: 2
Energy relative to the best compared isomer or geometry (same formula, charge and spin), kJ/mol: 27.1
Lowest unoccupied orbital energy (spin up / spin down), eV: 0.84 / 0.37
Molar mass, g/mol: 114.17



# 3
Molecular formula: C6H12NO
Method: DFT, ωB97M-V/def2-TZVPD

Element x y z (Å)
C 0.874 1.502 2.258
C 1.489 0.721 1.371
C 1.917 1.137 0.037
C 2.425 0.372 -0.928
H 0.899 2.583 2.171
H 0.514 1.087 3.187
H 1.713 -0.310 1.630
H 1.899 2.212 -0.132
H 2.615 0.830 -1.887
H 2.721 -0.666 -0.810
O -2.709 -1.327 -1.351
C -1.864 -1.826 -0.665
C -0.776 -0.979 -0.031
N -0.976 0.418 -0.520
H -1.841 -2.899 -0.429
H -0.889 -1.017 1.049
H 0.204 -1.353 -0.313
H -0.887 1.098 0.241
H -0.320 0.676 -1.258
H -1.930 0.420 -0.917

Summary:
Total charge: +1
Frontier orbital gap, eV: 9.60
Spin multiplicity: 1
Energy relative to the best compared isomer or geometry (same formula, charge and spin), kJ/mol: 122.6
Lowest unoccupied orbital energy, eV: -3.62
Molar mass, g/mol: 114.17



# 4
Molecular formula: C6H12NO2
Method: DFT, ωB97M-V/def2-TZVPD

Element x y z (Å)
C 0.098 -2.192 1.384
C -1.002 -1.344 0.897
C 1.096 -0.433 -2.210
C -0.134 1.613 1.633
C -0.548 0.917 -2.957
C 0.285 0.345 2.226
N -0.100 -0.814 1.584
O 0.408 -0.665 -1.240
O 0.710 0.384 -3.130
H 0.030 -3.006 2.108
H 0.710 -2.400 0.495
H -1.858 -1.201 0.269
H 2.116 -0.921 -2.332
H -1.171 1.661 1.309
H -0.055 2.619 2.240
H 0.522 1.754 0.721
H -0.509 1.678 -3.801
H -0.499 1.357 -1.906
H -1.374 0.215 -3.054
H -0.091 0.197 3.302
H 1.367 0.235 2.462

Summary:
Total charge: +1
Frontier orbital gap, eV: 10.14
Spin multiplicity: 1
Energy relative to the best compared isomer or geometry (same formula, charge and spin), kJ/mol: 293.7
Lowest unoccupied orbital energy, eV: -4.38
Molar mass, g/mol: 130.17



# 5
Molecular formula: C6H12NO2
Method: DFT, ωB97M-V/def2-TZVPD

Element x y z (Å)
C 1.682 0.465 -0.207
C 1.516 -2.073 -0.239
C -2.019 -0.022 -0.214
C 0.015 1.175 -1.808
C -0.417 -0.393 1.672
C -0.600 -0.104 0.216
N 0.272 0.532 -0.562
O 2.131 -1.039 -0.380
O 0.965 -0.782 1.922
H 1.974 0.838 0.781
H 2.232 1.065 -0.969
H 0.446 -2.013 0.067
H -2.108 -0.137 -1.299
H -2.449 0.949 0.044
H -2.736 -0.830 0.274
H -0.961 1.002 -2.270
H 0.820 0.876 -2.565
H -0.036 2.248 -1.408
H -1.192 -1.102 1.976
H -0.529 0.553 2.161
H 0.995 -1.209 2.805

Summary:
Total charge: +1
Frontier orbital gap (spin up / spin down), eV: 7.79 / 7.79
Spin multiplicity: 1
Energy relative to the best compared isomer or geometry (same formula, charge and spin), kJ/mol: 430.1
Lowest unoccupied orbital energy (spin up / spin down), eV: -4.47 / -4.47
Molar mass, g/mol: 130.17



# 6
Molecular formula: C6H12NO2S
Method: DFT, ωB97M-V/def2-TZVPD

Element x y z (Å)
C -3.001 -0.025 -1.597
S -2.838 -0.192 -0.035
O -3.762 -0.804 0.818
C -2.038 1.193 0.816
C -0.579 1.198 0.415
C -0.224 -0.320 0.343
N 1.006 -0.722 0.379
C 2.065 0.286 0.180
C 1.251 -2.176 0.272
O -1.217 -1.118 0.424
H -3.399 -0.754 -2.152
H -2.307 0.463 -2.163
H -2.196 0.913 1.945
H -2.431 2.218 0.621
H -0.030 1.536 1.169
H -0.188 1.570 -0.573
H 2.978 -0.132 0.213
H 1.801 0.691 -0.712
H 2.213 1.111 1.000
H 0.367 -2.642 0.303
H 1.962 -2.288 -0.489
H 1.872 -2.420 1.231

Summary:
Total charge: +1
Frontier orbital gap, eV: 10.58
Spin multiplicity: 1
Energy relative to the best compared isomer or geometry (same formula, charge and spin), kJ/mol: 380.4
SMILES string: C=[S@]1(=O)CCC(=[N+](C)C)O1
Lowest unoccupied orbital energy, eV: -3.06
Molar mass, g/mol: 162.23



# 7
Molecular formula: C6H12NO5
Method: DFT, ωB97M-V/def2-TZVPD

Element x y z (Å)
C -1.521 0.681 0.428
C -1.047 -0.033 -0.858
C -0.666 0.009 1.555
C 0.417 0.272 -1.113
C 0.785 0.287 1.229
C 0.945 -0.982 -1.851
N 2.517 0.810 -0.532
O -1.154 2.060 0.373
O -1.389 -1.395 -0.686
O -0.958 0.462 2.877
O 1.194 -1.888 -0.747
O 1.317 0.560 0.032
H -2.614 0.442 0.648
H -1.638 0.385 -1.686
H -0.980 -1.122 1.668
H 0.410 1.259 -1.692
H 1.475 0.534 2.019
H 1.719 -0.837 -2.476
H 0.177 -1.357 -2.409
H 3.310 1.084 0.078
H -1.464 2.488 1.101
H -0.971 -1.985 -0.090
H -1.901 0.630 2.966
H 2.038 -2.364 -0.836

Summary:
Total charge: +1
Frontier orbital gap (spin up / spin down), eV: 9.50 / 7.66
Spin multiplicity: 1
Energy relative to the best compared isomer or geometry (same formula, charge and spin), kJ/mol: 583.3
Lowest unoccupied orbital energy (spin up / spin down), eV: -4.83 / -5.71
Molar mass, g/mol: 178.16



# 8
Molecular formula: C6H12NOS
Method: DFT, ωB97M-V/def2-TZVPD

Element x y z (Å)
C 1.202 -2.119 -0.321
C 0.871 -0.693 -0.602
S 2.327 0.522 -0.506
C 1.498 1.731 0.415
C -0.032 1.421 0.044
N -0.089 -0.066 0.338
C -1.484 -0.618 0.316
C -2.463 0.492 -0.020
O -2.479 0.924 -1.131
H 1.749 -2.596 -1.166
H 0.294 -2.615 -0.392
H 1.820 -2.122 0.547
H 0.458 -0.651 -1.542
H 1.734 2.706 0.090
H 1.735 1.674 1.484
H -0.810 1.940 0.560
H -0.195 1.714 -0.992
H 0.365 -0.135 1.280
H -1.692 -0.992 1.270
H -1.628 -1.405 -0.502
H -3.182 0.888 0.831

Summary:
Total charge: +1
Frontier orbital gap, eV: 9.37
Spin multiplicity: 1
Energy relative to the best compared isomer or geometry (same formula, charge and spin), kJ/mol: 150.6
SMILES string: C[C@@H]1SCC[N@H+]1CC=O
Lowest unoccupied orbital energy, eV: -3.83
Molar mass, g/mol: 146.24



# 9
Molecular formula: C6H12O
Method: DFT, ωB97M-V/def2-TZVPD

Element x y z (Å)
C 0.389 -0.008 1.571
C -0.201 0.727 2.583
C -0.609 0.969 -0.484
C 0.332 0.188 0.162
C 1.463 -0.319 -0.707
C -0.876 1.033 -1.961
H 1.130 -0.783 1.790
H -0.799 1.605 2.348
H 0.316 0.856 3.533
H -1.381 1.485 0.082
H 1.960 0.497 -1.245
H 2.227 -0.747 -0.047
H 1.194 -1.072 -1.457
H -1.527 0.228 -2.346
H -1.451 1.923 -2.197
H 0.030 1.045 -2.575
H -0.588 -3.219 0.646
H -0.624 -1.778 0.320
O -0.984 -2.632 -0.014

Summary:
Total charge: -1
Frontier orbital gap (spin up / spin down), eV: 4.31 / 6.62
Spin multiplicity: 2
Energy relative to the best compared isomer or geometry (same formula, charge and spin), kJ/mol: 64.1
Lowest unoccupied orbital energy (spin up / spin down), eV: 4.08 / 4.02
Molar mass, g/mol: 100.16



# 10
Molecular formula: C6H12O
Method: DFT, ωB97M-V/def2-TZVPD

Element x y z (Å)
C 2.550 -0.340 0.074
C 1.500 0.685 -0.347
C 0.123 0.448 0.279
C -1.066 0.827 -0.601
C -2.192 0.007 0.032
C -1.449 -1.255 0.505
O -0.063 -0.943 0.516
H 2.726 -0.322 1.152
H 2.208 -1.343 -0.184
H 3.498 -0.150 -0.438
H 1.829 1.699 -0.089
H 1.404 0.660 -1.436
H 0.055 0.989 1.239
H -1.268 1.901 -0.630
H -0.864 0.484 -1.625
H -3.007 -0.222 -0.660
H -2.620 0.545 0.884
H -1.768 -1.571 1.506
H -1.596 -2.099 -0.179

Summary:
Total charge: 0
Frontier orbital gap, eV: 10.65
Spin multiplicity: 1
Energy relative to the best compared isomer or geometry (same formula, charge and spin), kJ/mol: 47.5
SMILES string: CC[C@H]1CCCO1
Lowest unoccupied orbital energy, eV: 1.17
Molar mass, g/mol: 100.16



# 11
Molecular formula: C6H12O
Method: DFT, ωB97M-V/def2-TZVPD

Element x y z (Å)
C -0.804 2.190 0.028
C -0.152 0.932 0.468
C 0.513 0.063 -0.307
C 0.520 0.192 -1.783
O 0.069 1.115 -2.433
C 1.265 -1.089 0.317
C 0.390 -1.984 1.198
H 0.075 2.840 0.077
H -1.574 2.553 0.715
H -1.160 2.183 -1.002
H -0.118 0.801 1.551
H 0.996 -0.659 -2.317
H 2.087 -0.678 0.916
H 1.731 -1.690 -0.473
H 0.989 -2.759 1.686
H -0.105 -1.403 1.984
H -0.394 -2.472 0.609
H -1.920 -0.346 -0.635
H -2.408 0.210 -0.600

Summary:
Total charge: 0
Frontier orbital gap, eV: 9.71
Spin multiplicity: 1
Energy relative to the best compared isomer or geometry (same formula, charge and spin), kJ/mol: 216.4
SMILES string: C/C=C(\C=O)CC.[H][H]
Lowest unoccupied orbital energy, eV: 0.28
Molar mass, g/mol: 100.16



# 12
Molecular formula: C6H12O
Method: DFT, ωB97M-V/def2-TZVPD

Element x y z (Å)
C -1.965 -1.009 -0.552
C -0.856 0.024 -0.282
C -1.364 1.139 0.635
C 0.311 -0.731 0.336
O 1.170 -1.412 -0.568
C 1.763 -0.460 0.310
C 2.458 0.743 -0.304
H -2.843 -0.557 -1.029
H -1.607 -1.818 -1.198
H -2.308 -1.462 0.388
H -0.536 0.452 -1.241
H -1.654 0.739 1.615
H -2.249 1.628 0.211
H -0.598 1.905 0.795
H -0.027 -1.341 1.181
H 2.330 -0.973 1.098
H 2.770 0.520 -1.327
H 3.368 0.968 0.254
H 1.837 1.644 -0.322

Summary:
Total charge: 0
Frontier orbital gap, eV: 10.99
Spin multiplicity: 1
Energy relative to the best compared isomer or geometry (same formula, charge and spin), kJ/mol: 123.0
SMILES string: CC(C)[C@H]1O[C@H]1C
Lowest unoccupied orbital energy, eV: 1.11
Molar mass, g/mol: 100.16